Entry 1:
# C21H35GeN3O4Se4SiTe2W

A molecular structure, C21H35GeN3O4Se4SiTe2W in a non-equilibrium geometry (ωB97M-V/def2-TZVPD, OMol25).

Values from the calculation:
- E: -13861.65453 Eh
- Kohn-Sham gap (spin up / spin down): 4.93 / 4.93 eV
- Relative energy (zero: lowest compared OMol25 entry of this formula, charge and spin): 544.64 kJ/mol
- Lowest unoccupied orbital energy (spin up / spin down): -2.3 / -2.3 eV

Structure (ORCA input):
```
! RIJCOSX wB97M-V def2-TZVPD def2/J DEFGRID3
* xyz 0 1
W 0.21181 -0.50936 -0.07073
O -0.78888 1.33580 5.36631
C -0.61949 2.37963 4.57910
O -0.50689 3.50088 5.00451
C -0.57474 2.16370 3.09536
C -0.39789 3.24137 2.24378
N -0.37752 2.76431 0.99582
N -0.55770 1.44314 0.94400
C -0.64312 1.05767 2.22699
C -0.62259 -0.40940 2.61088
O -0.67255 -0.76269 3.77360
O -0.60601 -1.26951 1.62857
H -0.78321 0.48204 4.85403
H -0.28074 4.28668 2.47075
H -0.23394 3.26900 0.13330
Se -0.14335 0.33733 -2.45049
Te -0.25402 1.57094 -4.62037
Te 3.20987 2.37645 -2.86625
Se 1.99511 0.90509 -1.23243
C 2.64249 -1.30970 -3.86242
Si 1.59221 -2.78815 -3.77930
C -0.17014 -2.70021 -4.29661
C 2.30598 -4.42456 -3.30881
Se 0.67199 -2.63142 -0.86448
H 3.70598 -1.52568 -3.95864
H 2.50349 -0.76574 -2.91763
H 2.31126 -0.62556 -4.64838
H -0.52678 -3.63303 -4.73490
H -0.33568 -1.86407 -4.98097
H -0.76106 -2.50035 -3.39865
H 2.21156 -5.15226 -4.11901
H 1.74974 -4.80548 -2.45276
H 3.35568 -4.33971 -3.03009
C -7.10381 0.44302 0.85307
C -5.69197 0.37332 1.42011
C -4.97226 -0.92227 1.05208
C -3.46241 -0.85295 1.32783
Ge -2.50777 -0.46260 -0.35605
C -3.52085 0.77620 -1.51660
C -3.81342 0.17012 -2.89117
C -4.24727 1.20342 -3.93445
C -5.29416 2.19275 -3.43275
H -7.60289 1.37082 1.13389
H -7.71236 -0.38555 1.22056
H -7.08766 0.38570 -0.23787
H -5.72763 0.45651 2.51000
H -5.11002 1.22996 1.06446
H -5.16241 -1.15142 -0.00386
H -5.40796 -1.74656 1.62272
H -3.07210 -1.80380 1.68615
H -3.27113 -0.11639 2.11308
H -2.76044 -1.79938 -1.11981
H -2.99170 1.72759 -1.62656
H -4.45199 0.98503 -0.98719
H -4.58635 -0.59750 -2.79020
H -2.91517 -0.33526 -3.26296
H -4.64802 0.67095 -4.80145
H -3.36449 1.74309 -4.28749
H -6.14878 1.67758 -2.98648
H -5.66836 2.80783 -4.25166
H -4.88205 2.86848 -2.68266
Se 2.30053 -0.18407 1.47023
C 2.51527 -1.39128 2.95050
C 2.36359 -0.95229 4.25567
C 2.53104 -1.86954 5.28239
N 2.86325 -3.14286 5.09052
C 3.02659 -3.54316 3.83258
C 2.85055 -2.71898 2.73220
H 2.11916 0.07820 4.47709
H 2.38480 -1.56206 6.31174
H 3.31466 -4.57987 3.69469
H 2.96528 -3.10589 1.72784
*
```

---

Entry 2:
# C2H9N3O

2 unconnected molecules or ions with the total composition C2H9N3O in a non-equilibrium geometry (ωB97M-V/def2-TZVPD, OMol25).

Values from the calculation:
- E: -321.08654 Eh
- Kohn-Sham gap: 10.38 eV
- SMILES: [H]/N=C/N.NCO
- Relative energy (zero: lowest compared OMol25 entry of this formula, charge and spin): 118.67 kJ/mol
- Lowest unoccupied orbital energy: 0.9 eV

Structure (ORCA input):
```
! RIJCOSX wB97M-V def2-TZVPD def2/J DEFGRID3
* xyz 0 1
N 0.09910 2.08449 0.42043
C -0.91705 1.58027 1.00782
N -0.95437 0.39962 1.68337
H 1.31308 0.28838 -0.08267
H -0.09398 3.07554 0.37217
H -1.91522 2.02905 0.95024
H -1.87382 0.00412 1.80122
H -0.34631 -0.36764 1.41774
N 0.09020 -2.20975 -1.57145
C 0.55450 -0.85716 -1.35011
O 1.08441 -0.64085 -0.03168
H 0.76906 -2.95269 -1.48200
H -0.61530 -2.42414 -0.87328
H -0.36784 -0.27752 -1.39587
H 1.32252 -0.67706 -2.09804
*
```

---

Entry 3:
# C4H12N2O2

C4H12N2O2 in the gas phase in a non-equilibrium geometry (ωB97M-V/def2-TZVPD, OMol25).

Values from the calculation:
- E: -419.53428 Eh
- Kohn-Sham gap: 10.37 eV
- SMILES: CN[C@@](C)(O)N(C)O
- Relative energy (zero: lowest compared OMol25 entry of this formula, charge and spin): 299.84 kJ/mol
- Lowest unoccupied orbital energy: 0.9 eV

Structure (ORCA input):
```
! RIJCOSX wB97M-V def2-TZVPD def2/J DEFGRID3
* xyz 0 1
C 0.67634 -1.26780 1.78603
C 1.43737 0.53796 -0.37445
N -0.24483 -0.90605 0.71926
C 0.00499 0.41113 0.13054
O -1.56374 -0.90504 1.24255
O -0.30254 1.42630 1.06849
H -1.62380 -0.14180 1.84870
H 0.29958 -2.18188 2.24003
H 0.75847 -0.48552 2.55092
H 1.65578 -1.46462 1.35830
H 2.09949 0.68037 0.47528
H 1.72831 -0.34537 -0.93569
H 1.51223 1.41610 -1.01156
C -0.74533 0.12469 -2.23905
N -0.98093 0.70703 -0.92137
H -1.88170 0.37559 -0.58151
H -0.74131 2.06668 0.39367
H -1.62946 0.30058 -2.84899
H 0.11179 0.60667 -2.70644
H -0.57073 -0.95502 -2.19470
*
```

---

The lowest E belongs to which entry? C21H35GeN3O4Se4SiTe2W

---

Which formula does entry 3 have? C4H12N2O2